1.
{
  "formula": "C21H22N2OS",
  "method": "ωB97M-V/def2-TZVPD",
  "species": ["C", "C", "C", "C", "S", "C", "N", "C", "C", "C", "C", "C", "O", "C", "C", "C", "C", "C", "C", "C", "C", "C", "C", "C", "N", "H", "H", "H", "H", "H", "H", "H", "H", "H", "H", "H", "H", "H", "H", "H", "H", "H", "H", "H", "H", "H", "H"],
  "coordinates": [[5.20, -0.98, -3.04], [4.47, -1.89, -3.97], [3.37, -1.13, -4.68], [2.88, -1.91, -5.93], [1.31, -2.64, -5.44], [1.15, -1.50, -4.17], [-0.13, -1.36, -3.65], [-0.58, -0.53, -2.65], [0.25, 0.21, -1.79], [-0.29, 1.08, -0.84], [-1.65, 1.30, -0.72], [-2.25, 2.21, 0.27], [-2.89, 3.22, -0.13], [-2.23, 2.00, 1.72], [-1.81, 0.82, 2.37], [-1.85, 0.55, 3.81], [-1.17, -0.56, 4.37], [-1.19, -0.82, 5.74], [-1.84, 0.08, 6.59], [-2.52, 1.18, 6.09], [-3.18, 2.19, 7.00], [-2.54, 1.40, 4.69], [-2.51, 0.55, -1.56], [-1.96, -0.36, -2.47], [2.19, -0.79, -3.85], [5.86, -0.31, -3.61], [4.50, -0.45, -2.40], [5.87, -1.56, -2.42], [4.05, -2.76, -3.43], [5.18, -2.27, -4.70], [3.79, -0.20, -5.06], [3.59, -2.64, -6.31], [2.68, -1.16, -6.74], [-0.83, -1.89, -4.13], [1.32, 0.11, -1.81], [0.38, 1.65, -0.21], [-2.62, 2.83, 2.31], [-1.41, 0.05, 1.72], [-0.63, -1.25, 3.70], [-0.78, -1.73, 6.18], [-1.87, 0.00, 7.69], [-2.42, 2.91, 7.33], [-3.60, 1.66, 7.85], [-3.99, 2.71, 6.53], [-3.05, 2.29, 4.29], [-3.61, 0.64, -1.52], [-2.68, -0.95, -3.03]],
  "relative_energy_kj_mol": 201.74,
  "homo_energy_ev": -8.3,
  "orbital_gap_ev": 7.94,
  "lumo_ev": -0.4
}

2.
{
  "formula": "C31H36F3N5O2",
  "method": "ωB97M-V/def2-TZVPD",
  "species": ["O", "C", "C", "C", "C", "C", "C", "C", "C", "C", "O", "C", "C", "F", "F", "F", "H", "H", "H", "H", "H", "H", "H", "H", "H", "H", "H", "C", "C", "C", "N", "C", "H", "H", "H", "H", "H", "C", "C", "C", "N", "C", "H", "H", "H", "H", "H", "C", "C", "C", "N", "C", "H", "H", "H", "H", "H", "C", "C", "C", "N", "C", "H", "H", "H", "H", "H", "C", "C", "C", "N", "C", "H", "H", "H", "H", "H"],
  "coordinates": [[-0.59, 4.09, -0.77], [0.53, 3.69, -0.72], [1.17, 3.32, 0.59], [2.69, 3.12, 0.54], [3.19, 1.73, 0.23], [2.37, 0.61, 0.08], [2.89, -0.65, -0.22], [4.27, -0.80, -0.37], [5.11, 0.30, -0.20], [4.57, 1.55, 0.09], [1.29, 3.63, -1.85], [1.06, 2.46, -2.62], [2.01, 2.46, -3.82], [3.01, 1.57, -3.63], [2.58, 3.64, -4.02], [1.39, 2.10, -4.93], [0.66, 2.47, 1.02], [0.96, 4.16, 1.24], [3.08, 3.78, -0.24], [3.15, 3.46, 1.46], [1.30, 0.71, 0.19], [2.22, -1.49, -0.35], [4.65, -1.78, -0.60], [6.18, 0.19, -0.30], [5.25, 2.38, 0.20], [1.28, 1.55, -2.07], [0.03, 2.40, -2.97], [6.02, -4.30, 3.33], [6.63, -4.68, 2.10], [6.65, -3.57, 1.30], [6.08, -2.54, 1.99], [5.70, -2.98, 3.23], [5.85, -4.94, 4.18], [7.01, -5.65, 1.83], [7.03, -3.42, 0.30], [5.96, -1.60, 1.65], [5.22, -2.31, 3.93], [0.28, -5.55, -2.08], [-0.05, -4.66, -3.14], [0.99, -3.80, -3.30], [1.95, -4.13, -2.38], [1.53, -5.19, -1.63], [-0.32, -6.35, -1.69], [-0.96, -4.67, -3.72], [1.14, -2.98, -3.99], [2.83, -3.66, -2.27], [2.14, -5.60, -0.85], [-4.99, -6.06, -1.56], [-5.33, -5.17, -2.61], [-4.29, -4.30, -2.78], [-3.32, -4.63, -1.86], [-3.74, -5.70, -1.12], [-5.58, -6.86, -1.17], [-6.24, -5.17, -3.19], [-4.14, -3.49, -3.46], [-2.44, -4.16, -1.75], [-3.12, -6.11, -0.34], [-3.01, 3.43, 4.17], [-2.31, 2.97, 3.02], [-2.19, 4.03, 2.16], [-2.79, 5.11, 2.75], [-3.29, 4.76, 3.98], [-3.27, 2.86, 5.04], [-1.95, 1.97, 2.84], [-1.74, 4.11, 1.18], [-2.85, 6.03, 2.34], [-3.79, 5.47, 4.60], [-7.52, 3.47, 1.70], [-7.72, 4.31, 0.57], [-6.63, 5.12, 0.46], [-5.77, 4.81, 1.48], [-6.30, 3.80, 2.23], [-8.18, 2.71, 2.06], [-8.58, 4.32, -0.09], [-6.39, 5.90, -0.25], [-4.88, 5.24, 1.65], [-5.77, 3.40, 3.08]],
  "homo_energy_ev": -8.0,
  "orbital_gap_ev": 8.30,
  "lumo_ev": 0.3
}

3.
{
  "formula": "C4H4N2O3S2",
  "method": "ωB97M-V/def2-TZVPD",
  "species": ["C", "C", "C", "C", "N", "N", "O", "O", "O", "S", "S", "H", "H", "H", "H"],
  "coordinates": [[-1.87, -0.82, -0.14], [0.10, 0.11, -0.09], [-0.25, -0.01, 1.67], [1.29, 0.72, -2.44], [-0.98, -0.20, -0.78], [0.93, -0.03, 2.27], [1.12, -0.44, 3.40], [1.84, 0.49, 1.66], [-2.86, -0.14, 2.12], [1.51, 0.79, -0.63], [-1.72, -0.98, 1.76], [-2.79, -1.30, -0.67], [1.21, -0.38, -2.73], [2.20, 1.27, -2.68], [0.27, 0.94, -2.72]],
  "relative_energy_kj_mol": 488.74,
  "homo_energy_ev": [-9.2, -9.2],
  "orbital_gap_ev": [6.94, 6.94],
  "lumo_ev": [-2.3, -2.3]
}

4.
{
  "formula": "C31H27OSi",
  "method": "ωB97M-V/def2-TZVPD",
  "species": ["C", "C", "C", "C", "O", "C", "C", "C", "C", "C", "C", "C", "C", "C", "C", "C", "C", "C", "C", "C", "H", "H", "H", "H", "H", "H", "H", "H", "H", "H", "H", "H", "H", "H", "H", "H", "Si", "C", "C", "C", "C", "C", "C", "C", "C", "C", "C", "C", "C", "H", "H", "H", "H", "H", "H", "H", "H", "H", "H", "H"],
  "coordinates": [[1.66, 3.00, -7.32], [2.75, 2.88, -6.45], [2.84, 1.82, -5.55], [1.81, 0.89, -5.51], [1.87, -0.19, -4.61], [1.56, 0.03, -3.28], [0.22, -0.04, -2.86], [-0.06, 0.26, -1.53], [0.95, 0.57, -0.62], [0.55, 0.99, 0.77], [1.52, 1.76, 1.66], [1.25, 1.74, 3.04], [2.03, 2.48, 3.92], [3.11, 3.23, 3.42], [3.39, 3.25, 2.05], [2.56, 2.54, 1.17], [2.28, 0.48, -1.04], [2.60, 0.25, -2.37], [0.73, 0.96, -6.39], [0.66, 2.03, -7.28], [1.60, 3.84, -8.01], [3.55, 3.62, -6.48], [3.70, 1.70, -4.89], [-0.56, -0.29, -3.57], [-1.09, 0.21, -1.17], [-0.40, 1.54, 0.68], [0.40, 1.16, 3.40], [1.80, 2.50, 4.99], [3.70, 3.84, 4.10], [4.24, 3.80, 1.63], [2.72, 2.61, 0.08], [3.07, 0.63, -0.30], [3.65, 0.22, -2.68], [-0.02, 0.18, -6.37], [-0.18, 2.10, -7.96], [0.25, 0.14, 1.34], [-0.68, -1.92, 2.19], [-1.50, -1.56, 3.81], [-1.49, -2.60, 4.74], [-2.25, -2.50, 5.91], [-2.97, -1.33, 6.18], [-2.93, -0.25, 5.28], [-2.19, -0.35, 4.09], [-1.96, -2.61, 1.05], [-2.84, -1.83, 0.26], [-3.89, -2.45, -0.44], [-4.05, -3.85, -0.35], [-3.17, -4.62, 0.40], [-2.11, -4.01, 1.07], [0.60, -2.69, 2.26], [-0.90, -3.50, 4.53], [-2.28, -3.33, 6.62], [-3.57, -1.25, 7.08], [-3.49, 0.67, 5.50], [-2.15, 0.49, 3.38], [-2.71, -0.74, 0.22], [-4.58, -1.85, -1.04], [-4.89, -4.32, -0.87], [-3.30, -5.70, 0.46], [-1.39, -4.61, 1.63]],
  "homo_energy_ev": -10.9,
  "orbital_gap_ev": 5.12,
  "lumo_ev": -5.7,
  "charge": 1
}

5.
{
  "formula": "C16H12BrCoF5IN2OSe2Te",
  "method": "ωB97M-V/def2-TZVPD",
  "species": ["Co", "Se", "Se", "C", "C", "C", "C", "C", "N", "C", "C", "C", "C", "C", "N", "H", "H", "H", "H", "H", "H", "H", "H", "F", "Te", "F", "F", "F", "F", "O", "Br", "C", "C", "C", "C", "C", "C", "I", "H", "H", "H", "H"],
  "coordinates": [[-0.35, -0.99, -0.63], [0.47, -2.64, -2.62], [1.07, -0.85, -3.98], [-0.14, 0.52, -3.36], [-0.18, 1.74, -4.02], [-1.20, 2.62, -3.70], [-2.17, 2.24, -2.78], [-2.02, 1.03, -2.13], [-1.00, 0.20, -2.38], [1.83, -2.20, -1.30], [2.96, -2.93, -1.01], [3.85, -2.39, -0.08], [3.61, -1.13, 0.44], [2.44, -0.47, 0.10], [1.55, -1.01, -0.73], [0.58, 1.97, -4.76], [-1.25, 3.58, -4.19], [-3.02, 2.86, -2.55], [-2.74, 0.69, -1.41], [3.12, -3.90, -1.46], [4.72, -2.95, 0.22], [4.29, -0.67, 1.13], [2.20, 0.50, 0.51], [-2.01, -1.40, -0.44], [-0.87, -0.94, 2.16], [-0.11, -2.54, 0.86], [-0.57, -2.14, 3.78], [-0.51, 0.57, 3.34], [1.06, -0.99, 2.36], [-0.39, 0.19, 0.61], [-3.19, 3.40, 4.26], [-4.83, 2.85, 3.51], [-6.02, 3.35, 4.04], [-7.24, 2.93, 3.54], [-7.28, 2.03, 2.48], [-6.10, 1.54, 1.93], [-4.87, 1.94, 2.44], [-3.02, 1.15, 1.58], [-5.96, 4.08, 4.83], [-8.15, 3.30, 3.97], [-8.23, 1.72, 2.08], [-6.13, 0.85, 1.10]],
  "homo_energy_ev": [-12.0, -11.9],
  "orbital_gap_ev": [7.23, 4.46],
  "lumo_ev": [-4.8, -7.5],
  "charge": 1,
  "multiplicity": 2
}

6.
{
  "formula": "C4H9O3",
  "method": "ωB97M-V/def2-TZVPD",
  "species": ["C", "C", "O", "H", "H", "H", "H", "H", "H", "C", "C", "O", "O", "H", "H", "H"],
  "coordinates": [[1.66, 0.20, -1.85], [0.95, 1.39, -1.28], [1.07, -0.97, -1.23], [1.68, 0.17, -2.94], [2.69, 0.08, -1.50], [1.47, 1.77, -0.40], [0.81, -1.67, -1.85], [-0.12, 1.18, -1.25], [0.84, 2.29, -1.90], [-1.15, -0.67, 2.45], [-2.21, -0.60, 1.39], [-2.89, -1.67, 1.30], [-2.36, 0.47, 0.77], [-1.34, -0.10, 3.37], [-0.20, -0.19, 2.15], [-0.91, -1.68, 2.79]],
  "relative_energy_kj_mol": 157.82,
  "homo_energy_ev": -3.6,
  "orbital_gap_ev": 6.94,
  "lumo_ev": 3.4,
  "charge": -1
}

7.
{
  "formula": "C29H23BBr2MnN7O2S",
  "method": "ωB97M-V/def2-TZVPD",
  "species": ["Mn", "C", "C", "N", "N", "C", "B", "N", "C", "C", "C", "N", "N", "C", "C", "C", "N", "H", "H", "H", "H", "H", "H", "H", "H", "H", "H", "C", "C", "C", "C", "C", "C", "Br", "C", "C", "Br", "C", "O", "C", "N", "H", "H", "H", "H", "H", "H", "C", "C", "O", "S", "C", "C", "C", "C", "C", "C", "C", "C", "H", "H", "H", "H", "H", "H", "H"],
  "coordinates": [[-0.94, 0.70, 1.59], [-1.03, 4.20, -1.05], [-1.31, 2.86, -0.83], [-0.98, 2.51, 0.41], [-0.50, 3.62, 1.01], [-0.51, 4.65, 0.15], [-0.15, 3.64, 2.52], [1.03, 2.69, 2.79], [2.28, 2.96, 3.20], [2.92, 1.76, 3.43], [1.97, 0.78, 3.13], [0.83, 1.36, 2.75], [-1.37, 3.07, 3.26], [-2.02, 3.57, 4.32], [-3.04, 2.70, 4.67], [-2.93, 1.66, 3.75], [-1.94, 1.90, 2.91], [-1.18, 4.77, -1.95], [-1.74, 2.13, -1.49], [-0.17, 5.62, 0.45], [0.10, 4.76, 2.87], [2.63, 3.97, 3.29], [3.93, 1.61, 3.77], [2.04, -0.29, 3.16], [-1.72, 4.51, 4.76], [-3.74, 2.80, 5.48], [-3.52, 0.76, 3.67], [-1.95, -0.56, -2.64], [-2.59, -1.45, -1.62], [-3.32, -2.58, -2.06], [-3.88, -3.42, -1.16], [-3.69, -3.19, 0.22], [-4.17, -4.02, 1.25], [-5.20, -5.57, 0.83], [-3.91, -3.76, 2.56], [-3.14, -2.64, 2.90], [-2.77, -2.28, 4.72], [-2.61, -1.77, 1.96], [-1.87, -0.76, 2.32], [-2.93, -2.04, 0.58], [-2.43, -1.18, -0.34], [-2.70, 0.10, -3.10], [-1.50, -1.16, -3.44], [-1.17, 0.03, -2.17], [-3.42, -2.76, -3.12], [-4.45, -4.28, -1.48], [-4.28, -4.41, 3.34], [5.53, -2.94, -6.47], [4.72, -2.37, -5.34], [3.53, -2.47, -5.24], [5.74, -1.53, -4.12], [4.50, -1.11, -2.92], [3.63, -0.06, -3.16], [2.59, 0.19, -2.28], [2.41, -0.61, -1.14], [3.32, -1.64, -0.90], [4.36, -1.89, -1.78], [1.31, -0.36, -0.27], [0.36, -0.11, 0.44], [5.06, -2.67, -7.42], [5.53, -4.02, -6.39], [6.56, -2.58, -6.46], [3.76, 0.56, -4.04], [1.89, 1.00, -2.46], [3.20, -2.26, -0.01], [5.05, -2.70, -1.59]],
  "relative_energy_kj_mol": 32.35,
  "homo_energy_ev": [-7.6, -7.7],
  "orbital_gap_ev": [7.04, 7.51],
  "lumo_ev": [-0.6, -0.2],
  "multiplicity": 5
}

8.
{
  "formula": "C48H88N8O8S4",
  "method": "ωB97M-V/def2-TZVPD",
  "species": ["O", "S", "O", "C", "C", "C", "C", "H", "H", "H", "H", "H", "H", "H", "H", "O", "S", "O", "C", "C", "C", "C", "H", "H", "H", "H", "H", "H", "H", "H", "O", "S", "O", "C", "C", "C", "C", "H", "H", "H", "H", "H", "H", "H", "H", "O", "S", "O", "C", "C", "C", "C", "H", "H", "H", "H", "H", "H", "H", "H", "C", "C", "C", "C", "N", "H", "H", "H", "H", "H", "H", "H", "C", "C", "C", "C", "N", "H", "H", "H", "H", "H", "H", "H", "C", "C", "C", "C", "N", "H", "H", "H", "H", "H", "H", "H", "C", "C", "C", "C", "N", "H", "H", "H", "H", "H", "H", "H", "C", "C", "C", "C", "N", "H", "H", "H", "H", "H", "H", "H", "C", "C", "C", "C", "N", "H", "H", "H", "H", "H", "H", "H", "C", "C", "C", "C", "N", "H", "H", "H", "H", "H", "H", "H", "C", "C", "C", "C", "N", "H", "H", "H", "H", "H", "H", "H"],
  "coordinates": [[5.21, -0.14, 4.69], [4.43, -0.19, 3.44], [3.10, 0.36, 3.57], [5.33, 0.53, 2.04], [4.72, -0.34, 0.91], [4.77, -1.88, 1.38], [4.41, -1.87, 2.87], [6.35, 0.36, 2.22], [4.96, 1.58, 1.95], [3.71, 0.04, 0.69], [5.27, -0.23, -0.01], [5.77, -2.21, 1.20], [4.11, -2.53, 0.75], [4.97, -2.50, 3.46], [3.35, -2.09, 2.98], [2.40, 1.41, -5.02], [3.15, 0.17, -4.74], [2.60, -1.16, -4.94], [4.83, 0.26, -5.52], [5.65, 0.84, -4.45], [5.25, 0.12, -3.13], [3.72, 0.28, -3.03], [4.73, 0.86, -6.44], [4.95, -0.75, -5.73], [6.69, 0.95, -4.73], [5.47, 1.92, -4.42], [5.83, 0.54, -2.34], [5.49, -0.93, -3.18], [3.33, 1.21, -2.61], [3.40, -0.57, -2.47], [-2.60, 0.15, 4.26], [-3.30, 1.05, 3.37], [-2.74, 1.20, 2.06], [-4.94, 0.50, 3.42], [-5.54, 1.18, 4.73], [-4.95, 2.61, 4.72], [-3.54, 2.63, 4.23], [-4.97, -0.63, 3.44], [-5.45, 0.82, 2.44], [-6.65, 1.23, 4.63], [-5.30, 0.71, 5.69], [-4.95, 3.00, 5.69], [-5.59, 3.21, 4.07], [-2.77, 2.46, 5.02], [-3.27, 3.55, 3.62], [-1.17, -3.80, -1.28], [-0.72, -2.95, -2.37], [-0.66, -1.51, -2.15], [0.87, -3.69, -2.84], [0.35, -4.74, -3.79], [-0.63, -4.00, -4.77], [-1.59, -3.34, -3.85], [1.40, -4.12, -2.00], [1.40, -2.87, -3.28], [1.26, -5.24, -4.12], [-0.17, -5.51, -3.26], [-1.16, -4.65, -5.53], [0.00, -3.27, -5.43], [-2.37, -4.01, -3.70], [-2.10, -2.49, -4.32], [0.34, -1.19, 5.33], [0.88, -0.04, 6.11], [-0.09, 0.69, 7.09], [-0.56, 1.98, 6.66], [-0.92, 2.99, 6.28], [0.02, -1.98, 6.03], [1.17, -1.55, 4.74], [-0.40, -0.94, 4.63], [1.26, 0.70, 5.32], [1.85, -0.36, 6.60], [0.41, 0.83, 8.05], [-0.98, 0.01, 7.25], [0.25, 2.74, 2.88], [1.26, 3.83, 2.75], [2.54, 3.55, 3.54], [3.77, 3.81, 2.67], [4.67, 3.92, 1.96], [-0.40, 2.72, 1.97], [-0.45, 2.86, 3.71], [0.75, 1.77, 2.94], [0.82, 4.76, 2.94], [1.55, 3.80, 1.71], [2.58, 2.53, 3.89], [2.70, 4.16, 4.48], [-0.32, -6.40, 1.65], [0.24, -6.65, 0.22], [1.69, -7.02, 0.26], [2.57, -6.01, 0.90], [3.15, -5.16, 1.43], [-0.18, -7.23, 2.26], [-1.39, -6.16, 1.68], [0.04, -5.45, 2.12], [0.21, -5.80, -0.42], [-0.34, -7.49, -0.30], [2.07, -7.17, -0.80], [1.90, -8.02, 0.67], [-6.06, -2.63, 0.13], [-4.89, -2.00, 0.80], [-3.81, -1.22, -0.11], [-3.84, -1.61, -1.52], [-3.93, -2.06, -2.57], [-6.01, -3.67, -0.04], [-6.24, -2.28, -0.92], [-6.99, -2.43, 0.74], [-4.47, -2.83, 1.38], [-5.18, -1.38, 1.58], [-2.83, -1.59, 0.22], [-3.84, -0.14, -0.05], [-5.16, 5.18, -1.74], [-3.94, 4.30, -1.49], [-4.19, 2.79, -1.23], [-4.84, 2.57, 0.06], [-5.25, 2.40, 1.13], [-4.96, 6.24, -1.95], [-5.80, 5.15, -0.90], [-5.73, 4.68, -2.55], [-3.37, 4.72, -0.68], [-3.24, 4.27, -2.36], [-3.25, 2.25, -1.27], [-4.78, 2.39, -2.00], [2.09, 5.41, -1.47], [2.03, 5.09, -3.01], [1.36, 3.70, -3.27], [0.05, 3.50, -2.62], [-0.86, 3.27, -1.97], [1.17, 5.33, -0.91], [2.45, 6.43, -1.31], [2.74, 4.87, -0.90], [3.02, 5.15, -3.45], [1.48, 5.90, -3.52], [1.94, 2.87, -2.87], [1.18, 3.55, -4.33], [-1.99, 0.46, -4.43], [-0.53, 0.55, -4.85], [-0.36, 1.03, -6.26], [-0.92, 2.38, -6.40], [-1.27, 3.47, -6.35], [-2.48, 1.42, -4.25], [-2.13, -0.11, -3.52], [-2.50, -0.02, -5.25], [-0.15, -0.50, -4.80], [0.02, 1.12, -4.10], [-0.82, 0.30, -6.92], [0.67, 0.97, -6.60], [1.03, -2.56, 1.05], [0.52, -1.33, 1.67], [-0.02, -0.28, 0.71], [1.02, 0.61, 0.14], [1.84, 1.27, -0.33], [1.85, -2.32, 0.38], [0.35, -3.07, 0.39], [1.34, -3.31, 1.74], [1.30, -0.84, 2.20], [-0.29, -1.51, 2.37], [-0.81, 0.26, 1.23], [-0.53, -0.72, -0.11]],
  "homo_energy_ev": -10.1,
  "orbital_gap_ev": 10.19,
  "lumo_ev": 0.1
}

9.
{
  "formula": "C4H10NO",
  "method": "ωB97M-V/def2-TZVPD",
  "species": ["C", "C", "C", "N", "C", "O", "H", "H", "H", "H", "H", "H", "H", "H", "H", "H"],
  "coordinates": [[-1.99, 0.50, 0.27], [-0.53, 0.37, 0.76], [0.35, -0.40, -0.22], [0.45, 0.33, -1.50], [1.77, -0.67, 0.35], [2.55, -1.45, -0.38], [-1.97, 1.12, -0.63], [-2.57, 1.05, 1.01], [-2.49, -0.44, 0.04], [-0.54, -0.10, 1.74], [-0.18, 1.40, 0.87], [-0.16, -1.37, -0.36], [1.44, 0.53, -1.60], [0.18, -0.25, -2.28], [1.58, -1.03, 1.37], [2.11, 0.40, 0.55]],
  "relative_energy_kj_mol": 18.79,
  "homo_energy_ev": -2.3,
  "orbital_gap_ev": 6.47,
  "lumo_ev": 4.1,
  "charge": -1
}

no.,largest force on an atom (eV/A),E_tot (eV)
1,3.8,-37996.4039
2,1.2,-52427.8830
3,7.2,-34997.4490
4,2.5,-42501.6320
5,5.7,-289149.0912
6,2.5,-10436.8298
7,0.5,-227890.9827
8,3.8,-122839.7216
9,1.1,-7847.3415